1.
The following is a DFT calculation (ωB97M-V/def2-TZVPD) of C27H51KN2O4PSSbSe4 as an isolated structure.

```
! RIJCOSX wB97M-V def2-TZVPD def2/J DEFGRID3
* xyz -2 1
K 2.03 0.25 0.12
C 5.33 0.07 0.25
C 5.03 1.26 1.14
O 4.60 0.82 2.42
C 3.41 1.36 2.95
C 2.55 0.25 3.51
O 2.00 -0.53 2.47
C 1.72 -1.89 2.79
C 1.59 -2.71 1.52
O 2.87 -3.02 1.00
C 3.09 -2.78 -0.39
C 4.33 -1.93 -0.58
O 4.20 -0.76 0.21
H 6.19 -0.50 0.64
H 5.59 0.44 -0.75
H 4.28 1.91 0.68
H 5.95 1.85 1.24
H 2.87 1.95 2.20
H 3.65 2.05 3.77
H 1.75 0.68 4.13
H 3.17 -0.38 4.16
H 0.79 -1.95 3.37
H 2.55 -2.29 3.39
H 0.96 -2.20 0.79
H 1.06 -3.64 1.79
H 2.23 -2.31 -0.88
H 3.26 -3.73 -0.91
H 4.40 -1.67 -1.65
H 5.23 -2.47 -0.26
C 1.85 3.27 -2.86
N 0.69 3.24 -1.97
C -0.52 2.70 -2.59
C 0.80 3.47 -0.67
S 2.28 3.67 0.14
N -0.41 3.54 0.04
C -1.33 4.59 -0.37
C -0.35 3.43 1.49
H 1.49 3.50 -3.86
H 2.31 2.28 -2.89
H 2.57 4.01 -2.52
H -0.23 1.90 -3.28
H -1.03 3.47 -3.17
H -1.17 2.28 -1.83
H -1.36 4.68 -1.45
H -1.04 5.56 0.05
H -2.34 4.35 -0.03
H 0.20 2.53 1.77
H -1.37 3.34 1.85
H 0.14 4.29 1.96
C -3.44 1.50 0.58
C -3.68 0.22 -0.22
C -4.85 -0.53 0.43
C -4.06 0.63 -1.65
P -2.01 -0.68 -0.25
C -2.03 -1.36 1.48
C -2.47 -2.62 1.90
C -2.46 -2.97 3.24
C -2.05 -2.06 4.21
C -1.61 -0.81 3.81
C -1.58 -0.48 2.46
C -2.09 -2.12 -1.46
C -1.74 -1.54 -2.84
C -3.38 -2.94 -1.59
C -0.91 -3.04 -1.09
H -4.33 2.14 0.53
H -2.59 2.06 0.17
H -3.24 1.30 1.63
H -5.73 0.12 0.45
H -4.62 -0.81 1.46
H -5.11 -1.44 -0.12
H -4.88 1.36 -1.60
H -4.40 -0.22 -2.24
H -3.22 1.09 -2.18
H -2.81 -3.34 1.17
H -2.80 -3.96 3.54
H -2.06 -2.33 5.26
H -1.26 -0.09 4.55
H -1.19 0.49 2.16
H -2.55 -0.96 -3.28
H -1.51 -2.35 -3.53
H -0.85 -0.91 -2.80
H -4.18 -2.34 -2.01
H -3.74 -3.38 -0.66
H -3.19 -3.75 -2.29
H 0.02 -2.47 -1.15
H -0.83 -3.83 -1.84
H -1.01 -3.49 -0.10
Se -0.80 0.67 -5.67
Sb 1.32 -0.49 -5.12
Se 1.63 -0.27 -2.62
Se 1.19 -2.91 -5.52
Se 3.25 0.70 -6.08
*
```

Values from the calculation:
Gap between HOMO and LUMO (eV): 3.49

=====

2.
The following is a DFT calculation (ωB97M-V/def2-TZVPD) of a 5-piece molecular cluster, C27H52BClN2O20PS5 overall.

```
! RIJCOSX wB97M-V def2-TZVPD def2/J DEFGRID3
* xyz 1 1
C 1.67 -2.09 3.36
C 0.34 -1.16 3.44
O 0.16 -0.53 4.51
N -0.57 -1.16 2.27
C -1.10 0.19 1.94
C -0.43 1.59 2.30
O -2.21 0.21 1.32
C -0.02 -1.86 1.10
C 1.11 -1.32 0.17
C 1.80 0.10 0.42
O 1.34 1.07 -0.25
O 2.90 0.36 1.30
Cl 4.23 0.54 0.24
C 1.59 -2.17 -1.04
C 0.96 -3.60 -1.27
C 1.54 -4.43 -2.51
C 3.16 -4.27 -2.71
C 3.54 -3.58 -4.14
C 4.04 -2.05 -4.00
O 3.05 -1.25 -4.73
C 3.12 0.11 -4.31
O 2.26 0.94 -4.67
N -0.10 -4.08 -0.38
P -0.80 -5.70 -0.74
S 0.33 -7.17 -0.14
C -0.58 -3.30 0.78
B -1.73 -3.86 1.82
O -3.06 -4.21 1.44
O -1.28 -4.01 3.19
H 2.42 -1.73 2.59
H 2.09 -2.15 4.43
H 1.26 -3.16 3.15
H 0.67 1.42 2.60
H -0.94 1.99 3.26
H -0.53 2.39 1.50
H 2.41 -1.74 -1.70
H 1.35 -5.56 -2.45
H 1.05 -4.07 -3.49
H 3.66 -3.76 -1.82
H 3.61 -5.33 -2.77
H 4.44 -4.17 -4.55
H 2.71 -3.71 -4.92
H 5.05 -1.94 -4.55
H 4.21 -1.71 -2.93
H 3.97 0.49 -3.64
H -0.81 -5.76 -2.19
H -2.17 -5.80 -0.33
H -3.20 -4.02 0.48
H -1.75 -3.37 3.77
O -2.69 -0.55 -3.74
S -3.17 0.80 -3.74
O -3.18 1.61 -4.93
O -2.43 1.63 -2.56
C -1.00 1.62 -2.52
C -0.41 2.58 -3.53
C -4.79 0.83 -3.03
H -0.61 0.61 -2.66
H -0.71 1.93 -1.51
H -0.60 2.24 -4.55
H 0.67 2.67 -3.39
H -0.86 3.57 -3.43
H -4.78 0.28 -2.09
H -5.47 0.35 -3.74
H -5.09 1.87 -2.87
O -0.58 4.75 1.51
S 0.15 5.62 0.63
O 1.52 5.99 0.88
O -0.71 6.97 0.40
C -1.16 7.70 1.54
C -0.05 8.54 2.13
C 0.03 5.00 -1.02
H -1.59 7.03 2.28
H -1.96 8.36 1.20
H 0.73 7.91 2.58
H -0.44 9.20 2.92
H 0.43 9.15 1.37
H -1.01 4.78 -1.24
H 0.63 4.08 -1.08
H 0.43 5.74 -1.71
O 6.25 4.22 3.12
S 5.57 5.03 2.14
O 5.61 4.70 0.73
O 6.01 6.57 2.32
C 7.41 6.89 2.33
C 7.98 6.92 0.93
C 3.88 5.22 2.62
H 7.96 6.19 2.97
H 7.50 7.88 2.78
H 7.99 5.92 0.49
H 9.00 7.30 0.94
H 7.37 7.56 0.28
H 3.85 5.53 3.67
H 3.39 4.26 2.50
H 3.41 5.96 1.98
O -7.00 -8.27 -0.25
S -7.93 -7.58 0.61
O -8.63 -6.40 0.18
O -7.19 -7.25 2.02
C -5.94 -6.57 1.99
C -6.13 -5.08 1.77
C -9.10 -8.74 1.24
H -5.28 -7.00 1.23
H -5.47 -6.73 2.96
H -6.51 -4.87 0.77
H -5.18 -4.55 1.89
H -6.85 -4.67 2.48
H -8.57 -9.60 1.63
H -9.75 -9.04 0.42
H -9.69 -8.26 2.02
*
```

Values from the calculation:
Gap between HOMO and LUMO (eV): 6.68

=====

3.
The following is a DFT calculation (ωB97M-V/def2-TZVPD) of a 21-piece molecular cluster, C27H52Cl40FN3O4PS overall.

```
! RIJCOSX wB97M-V def2-TZVPD def2/J DEFGRID3
* xyz 1 1
N -1.51 0.25 3.26
C -2.20 0.87 2.13
C -1.31 0.89 0.80
C -1.82 -0.29 -0.01
N -0.87 -1.11 -0.20
C 0.41 -0.66 0.34
C 1.09 -1.74 1.23
O 0.76 -1.87 2.32
N 2.10 -2.54 0.58
C 3.09 -2.96 1.43
O 3.46 -2.42 2.36
F 3.68 -4.09 1.03
C 0.24 0.74 0.92
P 1.07 2.15 0.04
O 0.05 3.40 -0.20
O 2.21 2.70 1.07
S 1.86 1.69 -1.65
H -0.70 0.78 3.55
H -2.16 0.29 4.04
H -3.16 0.33 1.96
H -2.45 1.91 2.38
H -1.72 1.75 0.25
H -2.82 -0.47 -0.38
H -0.93 -2.00 -0.69
H 1.08 -0.62 -0.54
H 1.71 -3.28 0.00
H 0.65 0.71 1.94
H -0.55 3.48 0.56
H 2.00 2.38 1.96
C -0.45 2.70 -3.20
Cl -1.62 1.42 -2.83
Cl 0.50 2.31 -4.63
H -0.99 3.63 -3.38
H 0.21 2.83 -2.35
C 4.85 -2.43 5.13
Cl 3.41 -2.80 6.09
Cl 6.16 -1.75 6.10
H 5.20 -3.35 4.66
H 4.57 -1.72 4.38
C -5.48 -2.06 1.45
Cl -6.40 -2.06 2.96
Cl -4.81 -0.44 1.11
H -4.66 -2.76 1.54
H -6.13 -2.33 0.63
C 1.79 1.43 -7.95
Cl 1.34 -0.09 -8.74
Cl 3.54 1.59 -7.80
H 1.41 2.25 -8.53
H 1.35 1.44 -6.96
C 5.98 0.44 1.52
Cl 5.80 0.00 3.22
Cl 4.50 0.04 0.62
H 6.16 1.50 1.45
H 6.81 -0.11 1.09
C 1.75 -4.94 8.67
Cl 0.62 -3.73 8.06
Cl 1.03 -5.92 9.95
H 2.04 -5.60 7.85
H 2.62 -4.44 9.07
C 5.22 -2.65 9.69
Cl 4.40 -4.01 10.47
Cl 6.98 -2.77 9.87
H 4.98 -2.65 8.63
H 4.89 -1.73 10.15
C -5.33 3.09 -0.12
Cl -4.29 2.24 -1.27
Cl -4.61 3.05 1.50
H -5.47 4.13 -0.43
H -6.28 2.56 -0.08
C -2.15 1.94 -7.24
Cl -2.76 3.07 -6.03
Cl -1.05 2.73 -8.39
H -1.61 1.15 -6.74
H -2.99 1.54 -7.79
C 6.10 -7.13 11.06
Cl 7.83 -7.42 10.79
Cl 5.10 -8.10 9.98
H 5.86 -7.38 12.09
H 5.89 -6.08 10.87
C 9.83 0.25 -0.20
Cl 8.20 -0.05 -0.81
Cl 9.81 0.64 1.52
H 10.43 -0.64 -0.36
H 10.26 1.09 -0.74
C 0.43 -4.06 -9.52
Cl -1.21 -3.43 -9.45
Cl 0.77 -5.16 -8.17
H 0.56 -4.60 -10.45
H 1.13 -3.23 -9.47
C -2.96 -2.02 -4.12
Cl -3.58 -0.86 -2.93
Cl -1.85 -1.27 -5.26
H -2.43 -2.81 -3.60
H -3.79 -2.44 -4.67
C 0.37 -0.59 5.57
Cl -0.72 -0.46 6.95
Cl 1.15 0.96 5.20
H 1.14 -1.32 5.80
H -0.19 -0.92 4.70
C -8.61 0.82 -2.24
Cl -7.54 0.20 -3.50
Cl -7.80 0.84 -0.66
H -8.90 1.83 -2.50
H -9.49 0.18 -2.18
C -5.27 7.37 -0.24
Cl -6.40 6.06 0.13
Cl -4.28 6.99 -1.65
H -5.83 8.28 -0.43
H -4.62 7.52 0.62
C -4.05 4.14 -10.01
Cl -4.98 5.58 -10.46
Cl -4.88 3.21 -8.75
H -3.93 3.51 -10.89
H -3.09 4.45 -9.64
C 7.30 1.58 -6.22
Cl 6.94 1.58 -7.95
Cl 8.58 2.73 -5.82
H 6.40 1.86 -5.68
H 7.62 0.59 -5.93
C -1.86 5.49 3.14
Cl -0.93 4.01 2.79
Cl -2.77 6.04 1.73
H -2.55 5.28 3.95
H -1.16 6.27 3.44
C -8.23 -2.97 -1.62
Cl -8.99 -4.37 -0.87
Cl -6.47 -3.10 -1.62
H -8.58 -2.89 -2.65
H -8.52 -2.08 -1.06
*
```

Values from the calculation:
Gap between HOMO and LUMO (eV): 8.13

=====

4.
The following is a DFT calculation (ωB97M-V/def2-TZVPD) of a 6-piece molecular cluster, C27H52N2O19P2 overall.

```
! RIJCOSX wB97M-V def2-TZVPD def2/J DEFGRID3
* xyz 0 1
C -5.58 2.68 -1.75
O -4.55 3.65 -1.81
C -3.48 3.34 -0.89
C -2.55 2.26 -1.55
C -1.02 2.63 -1.56
C -0.51 3.37 -0.28
C -0.78 2.59 1.05
C 0.62 2.19 1.69
C 0.51 1.08 2.78
C 0.65 -0.40 2.29
C 1.94 -1.02 2.82
N 2.83 -1.65 3.11
C 0.51 -0.63 0.73
C -0.95 -0.78 0.34
N -2.03 -0.90 0.06
P 1.30 -2.34 0.34
P -0.23 -3.76 -0.26
O -1.21 -3.97 0.80
O 0.58 -5.18 -0.52
O -0.90 -3.42 -1.74
H -5.34 1.78 -2.38
H -5.81 2.33 -0.71
H -6.51 3.16 -2.13
H -3.91 2.89 0.03
H -2.98 4.30 -0.70
H -2.71 1.24 -1.12
H -2.86 2.19 -2.61
H -0.46 1.66 -1.61
H -0.74 3.24 -2.44
H 0.58 3.52 -0.41
H -0.93 4.40 -0.18
H -1.23 3.29 1.79
H -1.47 1.73 0.95
H 0.96 3.11 2.21
H 1.39 1.99 0.91
H 1.34 1.26 3.50
H -0.41 1.27 3.38
H -0.18 -0.98 2.76
H 1.06 0.09 0.10
H 2.15 -2.14 -0.78
H 0.81 -5.21 -1.47
H -0.66 -2.50 -1.97
C 4.26 -7.85 -5.14
O 4.30 -8.49 -3.87
C 3.36 -8.08 -3.01
O 2.52 -7.24 -3.23
O 3.52 -8.75 -1.87
C 2.57 -8.40 -0.86
H 5.06 -8.27 -5.75
H 3.31 -8.05 -5.64
H 4.42 -6.78 -5.04
H 1.56 -8.62 -1.18
H 2.67 -7.35 -0.59
H 2.79 -9.00 0.02
C -2.66 -11.65 -5.00
O -1.97 -10.65 -4.26
C -1.21 -9.84 -5.00
O -1.08 -9.89 -6.20
O -0.63 -8.95 -4.19
C 0.22 -8.02 -4.85
H -3.24 -12.24 -4.30
H -3.35 -11.19 -5.72
H -1.96 -12.31 -5.51
H -0.35 -7.41 -5.56
H 1.04 -8.53 -5.35
H 0.64 -7.36 -4.09
C -3.45 -0.86 3.04
O -4.78 -0.84 3.56
C -5.35 0.36 3.54
O -4.85 1.38 3.14
O -6.58 0.24 4.05
C -7.32 1.46 4.10
H -3.08 -1.89 3.10
H -3.44 -0.55 1.99
H -2.79 -0.22 3.63
H -7.46 1.86 3.10
H -6.81 2.19 4.74
H -8.29 1.24 4.53
C -0.02 8.23 1.45
O 0.67 8.40 2.68
C 1.07 7.25 3.26
O 0.89 6.15 2.82
O 1.70 7.55 4.39
C 2.18 6.42 5.12
H -0.29 9.22 1.09
H 0.62 7.75 0.71
H -0.93 7.65 1.60
H 2.91 5.87 4.52
H 1.35 5.77 5.41
H 2.67 6.79 6.01
C 7.64 6.57 0.23
O 6.21 6.64 0.21
C 5.70 7.59 0.99
O 6.32 8.36 1.67
O 4.37 7.54 0.88
C 3.67 8.51 1.66
H 7.94 5.76 -0.43
H 8.07 7.50 -0.13
H 8.00 6.35 1.24
H 3.95 9.52 1.35
H 3.88 8.37 2.72
H 2.61 8.38 1.49
*
```

Values from the calculation:
Gap between HOMO and LUMO (eV): 9.64

=====

Number 1: E_HOMO -0.0176 Ha. Number 2: E_HOMO -0.4465 Ha. Number 3: E_HOMO -0.4234 Ha. Number 4: E_HOMO -0.3491 Ha.